No. 1
ORCA calculation (ωB97M-V/def2-TZVPD) on an isolated ion of composition C3H10N and charge +1 at a distorted geometry.

E_HOMO = -17.087 eV
ΔE to the lowest compared entry with this formula, charge and spin = 9.9 kcal per mole
Frontier orbital gap = 0.49850 Eh
LUMO energy = -0.129 Eh
Structure (SMILES) = CC[NH2+]C

Geometry as ORCA input:
```
! wB97M-V def2-TZVPD RIJCOSX def2/J DEFGRID3
* xyz 1 1
C -0.6722 -0.7124 -1.6702
C -0.0463 -0.7466 -0.2808
N 0.3069 0.6156 0.2191
C 0.4050 0.7323 1.7126
H -1.7524 -0.6741 -1.7155
H -0.4194 -1.6455 -2.1653
H -0.3494 0.0502 -2.3734
H 0.8286 -1.3787 -0.2237
H -0.8259 -1.1654 0.3603
H 1.1801 0.9530 -0.1949
H -0.4296 1.2897 -0.0234
H 1.1135 0.0045 2.0586
H 0.7349 1.7196 2.0236
H -0.5185 0.3934 2.1590
*
```

***

No. 2
ORCA calculation (ωB97M-V/def2-TZVPD) on a 2-piece molecular cluster, C3H10N overall at a distorted geometry.

Expectation value of S² = 0.7518
E_HOMO (spin up / spin down) = -23.111 / -23.187 eV
ΔE to the lowest compared entry with this formula, charge and spin = 34.5 kcal per mole
Frontier orbital gap (spin up / spin down) = 0.46700 / 0.30676 Eh
LUMO energy (spin up / spin down) = -0.382 / -0.545 Eh

Geometry as ORCA input:
```
! wB97M-V def2-TZVPD RIJCOSX def2/J DEFGRID3
* xyz 2 2
C 1.2170 -1.0061 -1.5264
C 0.3060 -0.0547 -1.7655
H 0.9185 -1.8830 -0.9327
H 2.2437 -1.0619 -1.9088
H -0.7244 -0.1479 -1.3725
H 0.5561 0.8148 -2.4060
C -1.3029 0.1250 1.6913
N -0.0667 0.7385 1.1146
H -1.0185 -0.7961 2.1698
H -1.7494 0.9131 2.4025
H -1.8908 -0.0969 0.7878
H 0.5097 0.0653 0.6249
H 0.5654 1.0914 1.8872
H -0.2636 1.5463 0.5497
*
```

***

No. 3
ORCA calculation (ωB97M-V/def2-TZVPD) on the molecule C3H10N2 at a distorted geometry.

E_HOMO = -8.439 eV
ΔE to the lowest compared entry with this formula, charge and spin = 48.9 kcal per mole
Frontier orbital gap = 0.35157 Eh
LUMO energy = 0.041 Eh
Structure (SMILES) = CCNCN

Geometry as ORCA input:
```
! wB97M-V def2-TZVPD RIJCOSX def2/J DEFGRID3
* xyz 0 1
C -1.6423 -1.5044 0.5942
C -0.1892 -1.1755 0.1506
N -0.0632 0.3074 -0.2666
C 0.7630 1.4311 -0.0769
N 1.6938 1.5731 -1.0838
H -2.0585 -2.4893 0.4999
H -1.9070 -1.3664 1.6831
H -2.3856 -0.9236 0.0323
H 0.0994 -1.8093 -0.7235
H 0.4058 -1.4560 1.1482
H -0.6781 0.6846 -1.0665
H 0.2492 2.4401 0.0457
H 1.1951 1.2877 0.9760
H 2.3295 2.3286 -0.8985
H 2.1881 0.6719 -1.0141
*
```

***

No. 4
ORCA calculation (ωB97M-V/def2-TZVPD) on a 2-piece molecular cluster, C3H10N2 overall at a distorted geometry.

E_HOMO = -8.048 eV
ΔE to the lowest compared entry with this formula, charge and spin = 43.1 kcal per mole
Frontier orbital gap = 0.33625 Eh
LUMO energy = 0.040 Eh
Structure (SMILES) = C=CN.CN

Geometry as ORCA input:
```
! wB97M-V def2-TZVPD RIJCOSX def2/J DEFGRID3
* xyz 0 1
C 4.2310 2.0956 -3.7535
C 3.2639 2.2887 -2.8513
N 1.9127 2.3579 -2.9690
H 4.0178 1.8750 -4.7974
H 5.1640 2.6378 -3.6533
H 3.5288 2.5881 -1.8361
H 1.4496 2.7625 -2.1673
H 1.2375 2.4957 -3.7025
C -3.6403 -3.5066 4.0186
N -4.5318 -2.5213 4.5613
H -2.5953 -3.2516 4.2463
H -3.7256 -4.5013 4.4643
H -3.6132 -3.5716 2.9211
H -5.3451 -2.9549 4.9943
H -5.0027 -1.9319 3.8887
*
```

***

No. 5
ORCA calculation (ωB97M-V/def2-TZVPD) on a 2-piece molecular cluster, C3H10N2 overall at a distorted geometry.

E_HOMO = -9.516 eV
ΔE to the lowest compared entry with this formula, charge and spin = 46.4 kcal per mole
Frontier orbital gap = 0.39434 Eh
LUMO energy = 0.045 Eh
Structure (SMILES) = C=N.CCN

Geometry as ORCA input:
```
! wB97M-V def2-TZVPD RIJCOSX def2/J DEFGRID3
* xyz 0 1
C -4.8585 -2.4018 -4.2548
N -4.6917 -3.1496 -3.2346
H -4.0727 -2.3197 -5.0308
H -5.7627 -1.8367 -4.5558
H -5.6451 -3.2608 -2.8836
C 1.8762 1.3495 1.0481
C 2.3181 0.9141 2.3927
N 3.7178 1.5213 2.5745
H 1.6156 0.5088 0.3689
H 2.6320 1.9389 0.5112
H 0.9948 1.9944 0.8876
H 2.4958 -0.1778 2.5772
H 1.7858 1.1507 3.3391
H 4.1385 1.2787 3.4695
H 3.4562 2.4898 2.7907
*
```

***

No. 6
ORCA calculation (ωB97M-V/def2-TZVPD) on a 2-piece molecular cluster, C3H10N2 overall at a distorted geometry.

E_HOMO = -8.913 eV
ΔE to the lowest compared entry with this formula, charge and spin = 30.0 kcal per mole
Frontier orbital gap = 0.36944 Eh
LUMO energy = 0.042 Eh
Structure (SMILES) = C=N.CCN

Geometry as ORCA input:
```
! wB97M-V def2-TZVPD RIJCOSX def2/J DEFGRID3
* xyz 0 1
C -3.0561 -1.1637 0.8760
N -2.0025 -1.6394 1.3959
H -3.1391 -1.0434 -0.1873
H -3.8831 -0.6543 1.4018
H -2.1144 -1.7904 2.3968
C 1.8953 1.6319 0.2322
C 1.5294 0.3167 -0.4703
N 1.2598 0.5956 -1.8810
H 2.6504 2.1371 -0.3569
H 2.1816 1.5217 1.2737
H 0.9405 2.2184 0.1629
H 0.6247 -0.1054 -0.0282
H 2.3825 -0.3428 -0.3508
H 0.9320 -0.2142 -2.3855
H 2.0329 1.0174 -2.3743
*
```